(1)
Below is a structure of composition C5H4HgO in a non-equilibrium geometry, with properties calculated with wB97M-V/def2-TZVPD.

XYZ file:
```
11
Properties=species:S:1:pos:R:3:forces:R:3:lowdin_spin:R:1
H -3.918719 -0.575150 -0.123515 1.555 -1.295 0.446 0.008
C -1.875112 0.065349 -0.012241 -1.902 1.309 1.380 0.100
H -2.855154 -1.578375 1.011348 -0.108 0.037 -0.426 0.007
Hg 2.836299 1.213104 2.852932 2.720 1.134 -0.007 0.478
C -0.856708 0.169554 0.985050 1.021 0.128 -0.055 0.166
H -3.013261 1.202317 -1.573143 -0.352 -0.109 0.661 0.069
C 0.065409 0.309268 1.794049 -0.879 0.021 -1.438 0.007
H -2.716308 -1.759897 -0.800489 -0.060 -0.150 0.453 -0.001
C -2.885211 -1.069103 0.038123 -1.276 -0.388 -0.621 0.052
O 0.988191 0.462637 2.611401 -2.942 -1.357 0.588 0.232
C -2.495679 1.093600 -0.618164 2.223 0.668 -0.981 0.883
```
Positions in Å, forces in eV/Å.

**⟨S²⟩**: 2.0627
**Multiplicity**: 3
**Gap between HOMO and LUMO (alpha / beta)**: 8.488 / 4.825 eV

(2)
Below is an isolated molecule of C5H4IN3 in a non-equilibrium geometry, with properties calculated with wB97M-V/def2-TZVPD.

XYZ file:
```
13
Properties=species:S:1:pos:R:3:forces:R:3:lowdin_charge:R:1
C 0.443258 2.205900 0.145218 0.111 2.906 0.002 -0.266
H -2.217952 0.143146 -1.058698 -1.227 -0.310 -1.516 0.080
H 1.487391 -2.378184 -0.355626 1.093 0.808 0.393 0.158
C -2.147544 -0.104151 -0.041316 1.694 -0.482 0.519 0.010
N -0.011505 -1.369799 -0.033944 -3.102 -0.086 -0.070 0.026
C -0.088357 0.993915 0.163780 3.570 -1.101 0.319 0.091
H -2.616746 -0.956063 0.376178 -0.452 -1.231 -0.409 0.081
H -2.532649 0.693536 0.519334 -0.280 1.448 0.784 0.069
C 2.095420 -0.384037 0.102265 -2.257 1.037 0.030 -0.683
N 1.322227 -1.388630 -0.089384 0.544 -0.723 -0.291 -0.194
I 4.089220 -0.577859 0.066370 0.988 -0.146 -0.100 0.857
N 0.810319 3.327586 0.140529 -0.385 -1.510 -0.006 0.169
C -0.633087 -0.205360 0.065300 -0.298 -0.610 0.344 -0.399
```
Positions in Å, forces in eV/Å.

**Gap between HOMO and LUMO (alpha / beta)**: 6.468 / 6.462 eV
**ΔE to the lowest compared entry with this formula, charge and spin**: 129.85 kcal per mole